Entry 1:
One molecule with the formula CH5NOSi at a distorted geometry, computed with ωB97M-V/def2-TZVPD.

XYZ file:
```
9
Properties=species:S:1:pos:R:3:forces:R:3:nbo_charge:R:1
C 0.71488 0.32373 0.08471 -0.36 -1.14 -0.68 -0.039
N 1.13685 -0.91508 -0.04178 1.69 1.95 0.47 -0.668
O -1.58278 -0.82809 0.76607 -0.70 -0.58 -0.14 -1.288
Si -1.30768 0.50722 0.04243 0.81 0.78 2.70 1.452
H 2.15432 -1.23223 -0.16330 -2.20 0.77 0.15 0.411
H 0.40580 -1.56876 0.16882 -0.67 -0.93 0.20 0.451
H -1.82870 1.92735 0.57649 0.66 -1.43 -0.47 -0.227
H 1.39665 1.12022 -0.10265 1.11 0.33 -0.03 0.173
H -1.08935 0.66565 -1.33079 -0.34 0.24 -2.19 -0.265
```
Forces are in eV/Å.

ΔE to the lowest compared entry with this formula, charge and spin: 20.86 kcal/mol
E: -460.5288 Eh
net charge: 0
M: 75.1 g/mol
LUMO: -0.01084 Ha
gap between HOMO and LUMO: 8.6 eV

---

Entry 2:
An isolated ion of composition C4H13N5PS and charge +1 at a distorted geometry, computed with ωB97M-V/def2-TZVPD.

XYZ file:
```
24
Properties=species:S:1:pos:R:3:forces:R:3:nbo_charge:R:1
C 0.68817 0.88097 -0.68729 3.23 -3.34 -3.91 -0.274
C 0.00636 1.27642 1.21850 -2.52 0.42 5.31 0.094
C -0.25764 -0.16743 -1.19992 -1.35 2.89 3.22 0.026
C 2.05016 0.01787 1.47656 -0.15 -1.42 -0.14 -0.024
N 1.05124 0.85877 2.09579 0.62 -1.77 -0.89 -0.656
N -1.15096 0.46921 1.00182 -0.09 -0.20 0.50 -0.502
N 1.33216 -1.45296 1.29247 3.52 -0.91 3.83 -0.781
N -1.13284 0.34350 -2.18252 -2.29 -0.08 -1.31 -0.877
N -0.86531 -0.68022 0.15782 -0.01 0.14 -1.42 -0.525
P -2.15830 -0.91685 -3.00913 1.77 0.29 0.41 0.482
S 2.37929 0.57168 -0.25759 -0.72 -0.11 0.36 0.292
H 0.48515 1.79050 -1.07025 -0.43 3.17 -0.82 0.197
H -0.22553 2.27285 1.48473 -0.64 0.96 -0.10 0.198
H 0.28742 -0.94761 -1.57692 1.11 -2.32 -1.05 0.208
H 2.97022 -0.09372 2.14032 -1.23 0.05 -1.17 0.261
H 1.51759 1.60121 2.58219 -0.08 0.49 0.15 0.411
H -1.69122 0.17839 1.89413 1.14 0.63 -1.87 0.403
H 1.98531 -2.18105 0.93529 -0.31 1.06 -0.48 0.432
H 1.14814 -1.90536 2.26974 -0.41 1.50 -1.97 0.434
H -1.76732 1.19566 -2.08033 1.96 -1.41 0.69 0.420
H -1.73276 -1.10524 -0.14852 -0.31 -0.12 0.56 0.395
H 0.49713 -1.29634 0.69607 -1.51 -0.37 -0.10 0.441
H -3.29088 -0.24473 -2.68162 -1.38 0.32 0.03 -0.045
H -2.12558 -0.46553 -4.35136 0.09 0.14 0.16 -0.008
```
Forces are in eV/Å.

E: -1173.0014 Eh
spin multiplicity: 3
net charge: +1
M: 194.2 g/mol
LUMO (spin up / spin down): -0.10444 / -0.23253 Ha
gap between HOMO and LUMO (spin up / spin down): 6.0 / 6.0 eV
<S²>: 2.009

---

Entry 3:
A 2-piece molecular cluster, C2H3NOS overall at a distorted geometry, computed with ωB97M-V/def2-TZVPD.

XYZ file:
```
8
Properties=species:S:1:pos:R:3:forces:R:3:nbo_charge:R:1
C -0.02228 -1.17875 0.00619 -2.40 -2.61 3.91 -0.695
C -0.84816 -0.22877 0.62097 2.73 0.36 -1.77 0.257
N -1.57764 0.00828 1.42484 -4.22 3.15 3.87 -0.356
H -0.32338 -1.32468 -0.94160 -0.16 -0.79 -3.46 0.241
H 0.96638 -1.27588 0.33514 1.36 0.17 0.00 0.257
H -0.74463 -1.89114 0.74345 2.76 -0.17 -2.59 0.276
O -2.81676 -3.93542 1.14948 0.78 -3.05 -0.31 -0.713
S -3.20603 -2.56230 1.28632 -0.85 2.93 0.35 0.733
```
Forces are in eV/Å.

ΔE to the lowest compared entry with this formula, charge and spin: 92.27 kcal/mol
E: -606.0403 Eh
net charge: 0
M: 89.1 g/mol
LUMO (spin up / spin down): -0.04999 / -0.04994 Ha
gap between HOMO and LUMO (spin up / spin down): 7.7 / 7.7 eV

---

Entry 4:
C12H22As2TeTl as an isolated structure at a distorted geometry, computed with ωB97M-V/def2-TZVPD.

XYZ file:
```
38
Properties=species:S:1:pos:R:3:forces:R:3:nbo_charge:R:1
Tl 0.65501 1.59255 2.55162 0.38 -0.46 0.40 0.594
C 3.25990 0.97066 -1.25385 0.42 0.33 0.70 -0.932
As 2.15285 0.04082 0.12436 0.28 -0.73 -1.93 0.817
C 3.23143 -1.62267 0.27561 0.98 -1.04 0.40 -0.945
C 0.87624 -0.77541 -1.18702 0.06 -0.07 0.37 -0.334
C 1.27024 -1.09359 -2.49175 0.23 -0.41 -0.01 -0.161
C 0.45201 -1.87488 -3.32730 0.91 0.74 1.14 -0.201
C -0.74411 -2.34605 -2.83900 -1.04 0.25 0.94 -0.194
C -1.17697 -2.02783 -1.53757 1.43 0.32 0.01 -0.221
C -0.33994 -1.25368 -0.70076 -0.38 0.04 -0.24 -0.320
As -0.77468 -1.02429 1.22511 -0.77 -1.19 -1.17 0.819
C -2.73353 -1.13985 1.01704 -0.37 1.01 0.07 -0.943
C -0.47280 -2.94911 1.60921 1.03 -0.27 0.43 -0.921
H 4.00633 0.27373 -1.68040 -0.53 0.38 0.11 0.237
H 3.80844 1.77223 -0.71999 -0.21 -0.38 -0.44 0.235
H 2.61981 1.42761 -2.02718 0.29 -0.32 0.36 0.244
H 3.22636 -2.24406 -0.64456 -0.55 0.62 0.30 0.242
H 2.90890 -2.31036 1.11085 0.28 0.97 -0.74 0.239
H 4.32448 -1.41245 0.38529 -0.90 0.18 0.38 0.243
H 2.29467 -0.86327 -2.81323 -0.60 0.12 -0.05 0.209
H 0.83368 -2.15634 -4.28490 -0.05 -0.11 -0.51 0.227
H -1.38581 -2.96253 -3.44131 -0.08 -0.20 -0.24 0.227
H -2.06688 -2.46527 -1.11419 -0.22 -0.01 -0.28 0.217
H -3.09086 -2.11096 0.68451 0.18 -0.14 0.26 0.236
H -3.07844 -0.41060 0.25668 0.32 -0.23 0.42 0.238
H -3.19632 -0.86106 1.97622 0.05 -0.28 -0.33 0.235
H -0.52272 -3.57089 0.69761 -0.29 0.53 0.34 0.243
H -1.17510 -3.31291 2.36384 0.07 0.11 -0.12 0.238
H 0.55800 -3.09373 2.00491 -0.68 0.16 -0.13 0.231
C -2.97456 3.27609 2.10850 0.24 0.42 1.03 -0.866
Te -1.32530 3.09678 0.73480 -0.46 0.91 -0.45 0.431
C -0.52861 5.14286 0.93618 -0.62 -0.56 0.15 -0.813
H -2.71313 4.07558 2.83666 -0.11 -0.39 -0.59 0.241
H -3.00325 2.34977 2.72401 -0.39 0.50 -0.74 0.237
H -3.92285 3.56286 1.60816 0.72 -0.57 0.26 0.255
H -1.40371 5.83102 0.89921 0.79 -0.52 0.18 0.249
H 0.10311 5.28725 0.05761 -0.06 0.05 0.22 0.240
H 0.04814 5.18196 1.87502 -0.38 0.25 -0.52 0.228
```
Forces are in eV/Å.

ΔE to the lowest compared entry with this formula, charge and spin: 0.00 kcal/mol
E: -5382.2156 Eh
net charge: +1
M: 648.1 g/mol
LUMO: -0.12216 Ha
gap between HOMO and LUMO: 8.1 eV